1.
Entry from OMol25: 9 unconnected molecules or ions with the total composition C28H45BN3O16S3 (ωB97M-V/def2-TZVPD).

As for the net charge: -1. Its HOMO energy is -7.91 eV. The calculation puts the HOMO-LUMO gap at 9.55 eV.

Structure (XYZ):
```
96
Properties=species:S:1:pos:R:3:forces:R:3:lowdin_charge:R:1
O -0.963328 0.820097 2.110763 -1.126 -1.147 -3.423 0.08
C -1.402751 0.278568 1.056146 2.124 -0.101 6.742 -0.40
O -1.966205 0.775752 0.072640 -1.426 2.034 -2.308 0.25
B -2.281692 -0.283794 -0.954551 0.510 1.059 0.270 -0.91
O -2.013285 -1.510495 -0.228256 -0.593 -0.917 -0.366 0.26
C -1.489288 -1.239461 0.936484 1.867 -2.878 3.186 -0.32
O -1.111743 -2.071464 1.809180 -1.465 2.622 -3.131 0.07
O -1.315990 -0.038558 -2.007840 -0.019 0.021 -1.624 0.23
C -1.993501 0.407646 -3.065158 3.886 1.162 -3.973 -0.34
O -1.529773 0.781504 -4.163981 -0.771 -1.104 3.346 0.12
C -3.420197 0.374181 -2.809218 -2.506 -0.704 0.229 -0.40
O -3.567019 -0.049155 -1.548458 -0.901 -0.339 0.439 0.26
O -4.299679 0.569825 -3.600742 0.345 0.179 0.587 0.18
C -0.779253 0.198107 -8.802561 -0.415 1.292 0.010 -0.03
C -2.096223 -0.490424 -8.795105 -1.183 -1.919 -0.491 -0.49
O -2.394648 -1.224496 -9.721106 -0.100 0.356 0.283 0.04
C -3.066026 -0.340274 -7.589118 1.250 0.028 -0.065 -0.01
H -1.094727 1.121177 -9.288886 0.080 0.895 0.533 0.09
H -0.028430 -0.083004 -9.541040 -0.112 -1.033 0.461 0.09
H -0.436701 0.381276 -7.784125 0.334 0.195 -0.293 0.08
H -3.580344 0.616131 -7.494951 0.160 0.103 -0.302 0.08
H -2.411454 -0.410531 -6.720393 -0.182 0.057 0.354 0.06
H -3.799500 -1.144491 -7.531146 0.164 0.044 -0.415 0.08
C -2.616200 4.144731 -0.954156 -0.288 -0.027 -0.222 -0.01
C -4.073133 4.476835 -1.256639 0.691 1.340 -1.690 -0.48
O -4.374460 5.447594 -1.963073 0.728 -1.393 1.288 0.03
C -5.124414 3.564476 -0.774841 -0.812 0.545 0.449 -0.02
H -2.465951 3.141560 -0.555220 -0.207 -0.055 -0.122 0.06
H -2.188897 4.822107 -0.214786 -0.063 0.262 -0.156 0.09
H -2.103360 4.248869 -1.910332 0.299 0.086 0.156 0.08
H -5.291847 2.707943 -1.427846 0.276 -0.081 0.022 0.09
H -5.996769 4.215769 -0.828830 -0.425 -0.478 0.289 0.09
H -4.906704 3.254326 0.247166 -0.165 -0.242 -0.048 0.09
C -3.685652 -3.079262 4.009932 -0.244 -2.344 2.004 -0.05
C -4.634167 -4.160330 4.567300 2.809 3.431 -2.328 -0.27
N -5.316976 -4.984622 4.915707 -1.806 -2.119 1.087 0.10
H -3.770275 -2.251814 4.714399 -0.380 0.624 -0.943 0.07
H -3.691236 -3.006424 2.922386 -0.530 0.583 0.346 0.07
H -2.698289 -3.462992 4.266751 0.200 -0.155 -0.203 0.06
C -0.471089 -0.877410 4.796834 -1.097 1.447 0.805 -0.07
C -0.815929 0.329595 5.603841 0.446 2.478 2.693 -0.26
N -1.047152 1.281971 6.267310 0.580 -3.105 -2.330 0.10
H -0.262149 -1.765887 5.392688 0.053 0.305 0.203 0.08
H 0.363030 -0.612949 4.146907 -0.415 -0.284 -0.288 0.06
H -1.460520 -0.961418 4.347300 0.517 -0.778 -1.117 0.05
C -1.155384 -4.594010 -1.749760 1.189 -0.718 0.284 -0.06
C 0.052738 -5.491901 -1.733065 -0.110 -0.634 -0.198 -0.26
N 1.024529 -6.125423 -1.728460 -1.273 0.795 0.073 0.10
H -1.931012 -4.876724 -1.038022 0.444 -0.117 0.314 0.08
H -1.667431 -4.589994 -2.712002 0.555 0.261 -0.148 0.08
H -0.678817 -3.659075 -1.455043 -0.775 0.459 -0.278 0.07
C 1.267282 2.065705 -1.624839 0.364 -0.649 1.280 -0.21
C 1.798143 2.592968 -2.939369 -0.246 -0.125 -0.947 -0.23
C 2.254499 1.403006 -3.807381 -0.672 -0.235 0.977 -0.20
S 3.014032 0.215004 -2.607865 0.061 0.005 0.330 0.74
O 4.464206 0.391603 -2.655847 -0.936 -0.597 -0.033 -0.36
O 2.393384 -1.135621 -2.713758 1.098 2.678 0.192 -0.36
C 2.407476 1.150516 -1.099488 0.040 0.283 -0.867 -0.19
H 0.341694 1.491163 -1.588877 -0.045 0.142 -0.957 0.09
H 1.072822 2.906568 -0.959076 0.284 -0.017 0.302 0.11
H 2.649446 3.267294 -2.846264 0.314 -0.198 0.728 0.12
H 1.097323 3.265386 -3.434149 -0.438 -0.494 -0.307 0.11
H 2.926487 1.769976 -4.583182 0.053 -0.764 -0.008 0.10
H 1.406013 0.794133 -4.119537 -0.102 0.376 -0.633 0.08
H 3.192582 1.862226 -0.844192 0.507 -0.561 0.074 0.09
H 2.250331 0.420438 -0.305509 -0.301 0.178 -0.047 0.10
C 1.461961 3.763941 3.345567 -1.142 0.806 -0.564 -0.22
C 1.823954 2.469914 2.587387 -1.088 0.669 -0.295 -0.21
C 3.256196 2.069271 2.772876 0.789 -0.042 1.900 -0.18
S 4.018668 3.323589 3.933480 2.278 1.245 -0.491 0.76
O 4.905168 4.213881 3.098795 -1.357 -1.982 1.755 -0.39
O 4.489113 2.782386 5.240176 -0.573 0.547 -2.674 -0.36
C 2.567478 4.266307 4.246415 -1.159 -0.589 0.436 -0.25
H 0.571184 3.514985 3.922321 0.218 0.062 0.413 0.10
H 1.053289 4.570857 2.737319 0.506 -0.048 -0.592 0.11
H 1.566148 2.602251 1.536614 0.084 -0.202 -0.010 0.10
H 1.082705 1.803046 3.027781 0.624 -0.795 -0.535 0.09
H 3.888357 2.007822 1.887044 -0.085 0.013 0.221 0.10
H 3.326078 1.195794 3.421152 0.158 -0.437 -0.523 0.07
H 2.821174 5.316726 4.103705 -0.063 -0.183 0.436 0.11
H 2.183334 3.933709 5.210729 0.831 0.826 0.540 0.11
C 2.500491 -4.580306 2.293748 -1.019 1.209 -1.615 -0.25
C 3.490304 -4.777643 3.358617 0.674 -2.601 0.565 -0.29
C 4.333402 -3.617076 3.648357 -0.048 2.892 0.074 -0.20
S 3.268030 -2.156732 3.083386 1.045 -0.196 -0.522 0.76
O 3.870903 -1.655391 1.816839 -1.220 -0.487 2.149 -0.36
O 3.013819 -1.244070 4.220807 -0.017 -1.132 -1.758 -0.37
C 1.817454 -3.261514 2.613133 0.912 0.912 -0.009 -0.19
H 1.828969 -5.431222 2.179319 -0.226 0.166 0.318 0.13
H 2.939464 -4.463803 1.302875 0.365 -0.046 -0.017 0.13
H 4.095040 -5.620480 3.023953 0.206 -0.258 0.572 0.13
H 2.935902 -5.044965 4.258219 0.148 -0.275 0.163 0.13
H 5.256676 -3.480577 3.085299 -0.100 -0.269 -0.046 0.10
H 4.503390 -3.442597 4.710786 0.120 -0.061 -0.118 0.10
H 1.428671 -2.770863 1.720823 -0.602 0.003 0.476 0.09
H 1.196233 -3.321260 3.506783 -0.353 0.241 -0.322 0.10
```
Forces are in eV/Å.

=====

2.
Entry from OMol25: a molecular structure, C28H45BrMnN2P2 (ωB97M-V/def2-TZVPD).

As for the net charge: +2. Its HOMO energy (alpha / beta) is -13.57 / -13.70 eV. The calculation puts the HOMO-LUMO gap (alpha / beta) at 7.13 / 6.39 eV. Its spin multiplicity is 6. The calculation puts the energy above the lowest of the compared OMol25 structures with the same formula, charge and spin at 2.5380 eV.

Structure (XYZ):
```
79
Properties=species:S:1:pos:R:3:forces:R:3:lowdin_spin:R:1
N -5.420117 -1.469402 3.928073 0.054 -0.360 0.480 0.01
C -4.768843 -0.453036 4.493729 -0.072 0.252 -0.404 0.00
C -4.448955 0.703747 3.778148 0.209 -0.268 -0.535 0.01
C -4.762264 0.750031 2.404974 -1.475 -0.672 0.580 0.00
C -5.570635 -0.279274 1.865309 0.588 -0.109 0.585 0.01
C -5.844101 -1.386030 2.668223 0.111 0.813 -0.242 0.00
C -4.186515 1.752255 1.552404 -0.797 0.657 -0.249 0.05
Mn 0.243541 0.908803 -0.753590 2.327 -2.976 0.679 4.51
P 3.018647 0.551604 -1.314360 -0.081 -0.238 -0.191 0.03
C -4.313596 1.775504 0.199534 -0.039 0.554 0.341 -0.02
C -3.148875 2.149069 -0.569992 -0.004 0.299 -0.428 0.04
C -3.001111 1.632225 -1.887916 -0.112 0.387 0.600 0.01
C -1.778067 1.689892 -2.521896 0.811 0.887 -0.063 0.04
C -0.702899 2.299819 -1.821294 0.371 2.113 -1.282 -0.02
C -0.840231 2.913306 -0.520322 -1.025 1.012 -1.444 0.02
C -2.102510 2.869924 0.047695 0.334 -0.172 -0.148 0.04
Br 1.086848 2.710858 -2.771912 -2.317 0.198 0.584 0.07
H -3.642877 2.540155 2.084661 0.626 -0.715 -0.319 0.00
H -5.194796 1.425812 -0.343940 0.523 -0.662 0.294 0.00
H -3.900224 1.523370 4.243365 -0.094 -0.201 -0.074 0.00
H -5.904136 -0.254532 0.831186 0.114 -0.074 0.200 0.00
H -4.451481 -0.557761 5.540434 -0.317 -0.056 -0.456 0.00
H -6.393669 -2.228517 2.248874 0.046 0.101 0.299 0.00
H -3.880165 1.239861 -2.400248 0.313 -0.132 0.172 0.00
H -2.305676 3.398335 0.984834 0.313 -0.294 -0.424 0.00
H -1.631747 1.365699 -3.559252 -0.081 0.080 0.545 0.00
H -0.079625 3.582659 -0.104694 -0.055 -0.467 -0.230 0.01
P -0.419219 -1.578628 -0.625319 0.015 -0.320 -0.483 0.04
C 3.704527 2.180287 -0.706630 -0.354 -0.217 -0.140 0.00
C 4.710889 2.936373 -1.553285 0.402 0.586 0.115 0.00
H 4.151486 1.920870 0.266659 -0.176 0.036 -0.214 0.00
H 2.837305 2.820795 -0.502272 0.243 -0.060 0.045 0.00
H 5.017456 3.842097 -1.013425 -0.085 -0.146 -0.130 0.00
H 5.622723 2.353767 -1.723317 -0.301 0.220 -0.112 0.00
H 4.293523 3.262636 -2.514548 0.116 -0.062 0.281 0.00
C 3.145410 0.211076 -3.165891 -0.609 0.503 0.608 0.00
C 4.385549 0.709708 -3.884666 0.420 0.191 -0.778 0.00
H 2.243077 0.652827 -3.624466 0.526 -0.457 0.167 0.00
H 3.042055 -0.881837 -3.247407 0.024 0.240 0.083 0.00
H 4.140230 0.858766 -4.949915 0.237 -0.128 0.343 0.00
H 4.754790 1.668267 -3.500720 -0.209 -0.519 -0.304 0.00
H 5.210688 -0.008452 -3.824986 -0.258 0.180 -0.176 0.00
C 4.325637 -0.588909 -0.695385 -0.542 -0.209 0.220 0.01
C 5.757392 -0.172739 -0.995232 0.402 -0.022 -0.075 0.00
H 4.101031 -1.569637 -1.136123 0.128 0.171 0.162 0.00
H 4.158341 -0.669611 0.387203 0.188 -0.113 -0.139 0.00
H 6.443357 -0.982380 -0.725658 -0.105 0.145 0.046 0.00
H 5.904297 0.028150 -2.059568 0.053 -0.044 0.373 0.00
H 6.055808 0.719798 -0.434625 -0.053 -0.248 -0.062 0.00
C 0.511141 -2.780107 0.435862 -0.182 0.213 0.191 0.01
C 1.973186 -3.004660 0.063495 0.269 0.052 0.075 0.00
H -0.036564 -3.734638 0.387138 0.044 0.310 -0.024 0.00
H 0.437650 -2.421079 1.476891 0.025 -0.199 -0.343 0.00
H 2.342146 -3.911269 0.557843 -0.080 0.178 -0.131 0.00
H 2.120391 -3.135816 -1.014986 -0.041 -0.007 0.203 0.00
H 2.607675 -2.176903 0.401967 -0.259 -0.186 -0.139 0.00
C -0.365684 -2.413449 -2.263358 0.104 -0.236 0.220 0.01
C -1.341220 -1.873604 -3.302412 -0.104 -0.003 -0.125 0.00
H -0.544658 -3.485384 -2.083111 0.067 0.231 -0.138 0.00
H 0.670201 -2.304417 -2.623113 -0.289 -0.103 0.087 0.00
H -1.248702 -2.455317 -4.224256 -0.050 0.129 0.112 0.00
H -2.380482 -1.952764 -2.967686 0.123 0.010 -0.047 0.00
H -1.147293 -0.824806 -3.553355 0.056 -0.178 0.064 0.00
C -2.164349 -1.712537 -0.020466 -0.196 0.096 -0.315 0.01
C -2.337453 -2.183329 1.419862 -0.089 -0.130 0.361 0.00
H -2.714882 -2.373601 -0.708066 0.192 0.143 0.177 0.00
H -2.602137 -0.706815 -0.120708 -0.030 -0.302 -0.072 0.00
H -3.385620 -2.450641 1.607299 0.277 0.147 -0.030 0.00
H -1.734209 -3.069224 1.650205 -0.225 0.210 -0.039 0.00
H -2.073220 -1.387917 2.132205 -0.081 -0.236 -0.139 0.00
C 0.979259 0.374357 4.700005 0.354 0.370 -0.400 0.00
C -0.078512 -0.178117 3.722490 -0.313 -0.394 1.104 0.01
C 0.019985 0.324921 2.373490 0.823 0.483 -2.712 0.04
N 0.175898 0.641515 1.257554 -0.401 -0.414 3.776 0.04
H 1.988779 0.092283 4.375036 -0.261 0.047 0.144 0.00
H 0.802520 -0.027153 5.697976 -0.037 -0.017 -0.163 0.00
H 0.930729 1.467005 4.748405 0.001 -0.206 0.050 0.00
H 0.016353 -1.284075 3.699732 -0.266 0.550 -0.222 0.00
H -1.083201 0.079963 4.101595 0.236 -0.244 -0.226 0.00
```
Forces are in eV/Å.

=====

F_max, respectively: 7.07, 3.84 eV/Å.